13
Properties=species:S:1:pos:R:3:forces:R:3 method="wB97M-V/def2-TZVPD" lumo_energy_ev=3.311 total_energy_ev=-18155.8940 gap_ha=0.275 relative_energy_ev=0.7205 total_charge=-1
C -0.1096 -0.4014 1.4583 -1.019 -1.128 -1.119
C 0.7339 0.1900 0.3433 1.028 0.102 2.251
S 2.4362 0.4627 1.1073 -0.416 -0.112 -0.182
H 0.3227 -1.3647 1.7664 0.100 0.454 0.517
H -0.3946 0.2692 2.2618 0.572 0.095 0.286
H -1.0723 -0.6971 1.0227 0.044 0.212 -0.134
H 0.4210 1.1952 0.1057 -0.336 -0.309 -0.742
H 0.9120 -0.5176 -0.4526 -0.442 0.430 -0.314
H 2.8427 0.9423 -0.0562 0.635 0.267 -0.244
O -2.1114 0.5625 -0.9579 0.055 0.204 0.287
C -1.5114 -0.0153 -1.8850 0.361 0.360 -0.080
O -0.3283 0.1169 -2.2819 -0.430 -0.090 -0.113
H -2.1410 -0.7426 -2.4320 -0.154 -0.482 -0.414